(1)
# C28H35Cl4NO4SbSiTeZr

C28H35Cl4NO4SbSiTeZr as an isolated structure (ωB97M-V/def2-TZVPD, the OMol25 dataset).

**Total charge**: -1
**Orbital gap (spin up / spin down)**: 4.56 / 4.56 eV
**Relative energy (zero: lowest compared OMol25 entry of this formula, charge and spin)**: 1608.50 kJ/mol
**M**: 960.073 g mol⁻¹
**HOMO level (spin up / spin down)**: -2.51 / -2.51 eV
**Spin multiplicity**: 1
**E_LUMO (spin up / spin down)**: 0.07528 / 0.07522 hartree

```
76
Properties=species:S:1:pos:R:3:forces:R:3:lowdin_charge:R:1
Zr -0.391 0.170 1.617 -0.51 1.24 0.43 1.3944
Cl 3.351 -4.516 2.116 0.00 0.03 0.00 0.6883
C 2.558 -3.071 1.668 -0.14 -0.02 0.13 -0.7465
C 2.787 -1.743 2.373 0.39 0.07 -0.17 -0.8520
Cl 4.513 -1.229 2.100 -0.03 0.00 0.00 0.6415
C 2.604 -1.928 3.872 -0.99 -0.27 -0.05 -0.3922
Cl 0.955 -1.732 4.235 1.32 0.30 0.40 0.6431
C 1.897 -0.796 1.591 0.04 -0.06 -0.05 -0.5386
O 1.701 0.498 1.816 0.19 -0.07 -0.02 -0.2460
C 1.220 -1.508 0.642 -0.02 -0.09 0.03 -0.5194
O 0.287 -0.992 -0.154 0.19 -0.27 0.11 -0.3995
C 1.615 -2.923 0.733 0.05 0.06 0.16 -0.6374
Cl 0.896 -4.136 -0.233 0.03 -0.01 -0.03 0.7313
C 1.812 1.657 -3.789 0.03 -0.03 -0.01 -0.3356
Sb 1.194 0.582 -2.042 -0.09 0.08 -0.21 1.0107
C 0.682 -1.245 -2.977 0.07 -0.01 -0.07 -0.2545
C 3.100 0.374 -1.153 0.00 -0.16 0.05 -0.2471
H 2.561 1.085 -4.340 0.00 0.01 0.00 0.0020
H 2.233 2.614 -3.483 0.00 0.01 0.00 0.0027
H 0.950 1.842 -4.428 -0.02 0.00 0.01 0.0010
H 1.250 -1.348 -3.901 0.00 0.00 -0.02 0.0123
H -0.383 -1.224 -3.193 0.00 0.00 0.01 -0.0049
H 0.887 -2.061 -2.289 -0.02 0.01 -0.05 -0.0152
H 3.843 0.529 -1.934 -0.01 0.01 -0.01 0.0138
H 3.220 -0.612 -0.706 0.00 0.08 -0.06 0.0083
H 3.201 1.121 -0.372 -0.02 0.03 0.06 0.0230
Te -0.621 2.119 -0.947 0.06 -0.02 0.01 0.3289
C 1.225 3.397 4.034 0.04 0.06 0.02 -0.0476
N -0.157 3.111 4.391 -0.07 0.09 -0.09 -0.1820
C -0.563 3.313 5.764 0.04 0.01 0.15 -0.0883
C -0.930 2.481 3.541 0.31 -0.09 0.06 -0.3489
O -0.579 2.264 2.351 -0.24 -0.21 -0.18 -0.2917
H 1.310 4.394 3.593 -0.03 0.00 0.02 0.0921
H 1.577 2.653 3.326 0.01 -0.05 0.01 0.0706
H 1.826 3.336 4.938 0.00 -0.06 0.00 0.0774
H -0.441 4.363 6.042 -0.01 -0.01 -0.04 0.0840
H 0.046 2.672 6.406 -0.02 -0.06 -0.07 0.0396
H -1.608 3.030 5.881 0.01 0.00 0.00 0.0843
H -1.907 2.176 3.916 0.00 0.06 -0.05 0.1243
C -5.475 -2.730 2.306 -0.02 -0.02 -0.01 -0.0905
C -4.691 -1.434 2.102 0.04 -0.11 0.13 -0.5980
C -5.476 -0.517 1.152 0.02 0.03 -0.02 -0.0911
C -4.489 -0.725 3.445 -0.05 0.00 -0.02 -0.0787
Si -3.018 -1.667 1.272 0.03 0.30 -0.32 0.4781
O -2.351 -0.254 0.938 -0.07 0.10 0.00 -0.4902
C -1.874 -2.785 2.545 0.49 -0.04 0.44 -0.2338
C -1.036 -1.848 2.450 -0.85 -0.44 -0.55 -0.1501
C -2.042 -2.180 6.097 -0.23 -0.58 -0.23 0.1323
C -2.255 -3.262 5.449 0.18 0.48 0.07 -0.2520
C -2.342 -4.292 4.438 -0.02 0.08 -0.02 -0.1035
C -2.196 -4.067 3.127 -0.11 -0.13 0.07 -0.0996
C -3.112 -2.726 -0.270 0.06 -0.05 0.05 -0.1953
C -3.524 -4.061 -0.289 -0.02 -0.02 0.02 -0.1013
C -3.540 -4.793 -1.468 0.00 0.00 -0.02 -0.0950
C -3.150 -4.192 -2.658 0.00 0.00 0.02 -0.0963
C -2.740 -2.867 -2.659 0.00 -0.02 0.00 -0.0892
C -2.710 -2.143 -1.474 -0.03 0.00 0.01 -0.0750
H -6.432 -2.509 2.793 0.00 0.00 0.00 0.0823
H -4.939 -3.435 2.945 0.01 -0.02 0.02 0.0665
H -5.695 -3.223 1.356 0.01 0.01 0.02 0.0696
H -6.466 -0.313 1.575 0.01 0.00 0.00 0.0829
H -5.620 -0.977 0.170 -0.01 -0.01 0.00 0.0796
H -4.959 0.433 1.005 -0.01 0.00 0.00 0.0794
H -5.460 -0.421 3.855 0.01 -0.01 0.00 0.0844
H -3.869 0.165 3.334 0.03 0.05 -0.01 0.0677
H -3.999 -1.368 4.176 0.02 -0.03 0.03 0.0582
H 0.818 0.607 5.326 -0.14 -0.03 0.01 -0.1246
H -1.224 0.168 3.311 0.07 -0.23 -0.15 -0.0162
H -2.674 -3.392 6.542 0.07 0.01 -0.03 0.0952
H -2.531 -5.301 4.780 -0.02 0.03 -0.01 0.1050
H -2.286 -4.904 2.445 -0.02 -0.02 0.01 0.1073
H -3.841 -4.545 0.629 0.00 0.00 0.00 0.0876
H -3.856 -5.829 -1.459 0.00 0.00 0.00 0.0966
H -3.164 -4.759 -3.581 0.00 0.00 0.00 0.0962
H -2.436 -2.400 -3.588 0.00 0.00 0.00 0.0949
H -2.367 -1.113 -1.466 0.02 0.01 0.00 0.0905
```
Positions in Å, forces in eV/Å.

(2)
# C20H35N3O5S

One molecule with the formula C20H35N3O5S (ωB97M-V/def2-TZVPD, the OMol25 dataset).

**Total charge**: 0
**Orbital gap**: 9.77 eV
**Relative energy (zero: lowest compared OMol25 entry of this formula, charge and spin)**: 85.73 kJ/mol
**M**: 429.583 g mol⁻¹
**SMILES**: CC1(C)CCC[C@@H](C(=O)NC[C@@H]2CC[C@]3(CO2)C[C@H](NC(=O)CS(N)(=O)=O)C3)C1
**HOMO level**: -9.21 eV
**Spin multiplicity**: 1
**E_LUMO**: 0.02039 hartree

```
64
Properties=species:S:1:pos:R:3:forces:R:3:lowdin_charge:R:1
C -5.590 3.889 2.728 0.14 0.43 -0.16 -0.0603
C -4.199 4.361 2.250 0.21 -0.73 0.41 -0.5329
C -4.218 5.865 1.884 -0.14 -0.46 0.13 -0.0366
C -3.184 4.063 3.390 0.44 0.55 -0.38 -0.1539
C -1.714 4.313 2.969 -0.48 -0.20 -0.17 -0.1814
C -1.343 3.522 1.690 -0.58 1.18 0.53 -0.1348
C -2.356 3.826 0.548 -0.18 -1.93 0.16 -0.1990
C -1.995 2.981 -0.693 0.43 1.38 -0.42 -0.4738
O -1.592 3.531 -1.713 -0.12 -0.18 0.10 0.0475
N -2.110 1.649 -0.611 -0.16 -1.12 0.05 0.0872
C -1.758 0.721 -1.691 0.47 0.01 0.34 -0.0976
C -0.241 0.449 -1.798 -0.01 -0.40 -0.47 -0.3069
C 0.101 -0.443 -3.014 0.06 0.22 0.19 -0.1197
C 1.586 -0.852 -3.033 -0.34 0.42 0.63 -0.1222
C 2.038 -1.390 -1.660 -0.03 0.12 -1.22 -0.3972
C 1.615 -0.399 -0.537 -0.23 -0.69 -0.95 -0.1162
O 0.208 -0.194 -0.601 -0.17 0.15 0.31 -0.0990
C 1.672 -2.867 -1.403 -0.93 -0.04 1.37 -0.0652
C 3.039 -3.030 -0.698 0.12 -0.98 -1.38 -0.2305
N 3.780 -4.275 -0.901 0.53 0.62 0.08 0.1102
C 3.292 -5.497 -1.136 -1.37 0.21 0.38 -0.5422
O 2.100 -5.771 -1.152 0.40 -0.01 -0.08 0.0619
C 4.311 -6.563 -1.421 0.42 -0.96 0.80 -0.1306
S 5.449 -6.968 -0.036 0.50 -0.48 0.77 0.6504
N 4.428 -7.496 1.216 0.66 0.56 -0.97 -0.0598
O 6.235 -8.137 -0.417 -0.89 1.45 0.06 -0.3277
O 6.089 -5.739 0.428 -0.68 -1.09 -0.73 -0.3350
C 3.501 -1.874 -1.606 0.61 1.04 1.15 -0.0696
C -3.789 3.461 1.046 0.33 1.60 0.26 -0.1059
H -5.601 2.831 2.992 0.17 -0.04 -0.04 0.0803
H -5.917 4.445 3.608 0.04 0.08 0.06 0.0810
H -6.346 4.038 1.956 -0.01 0.04 -0.10 0.0814
H -3.240 6.265 1.622 0.07 -0.13 0.00 0.0685
H -4.879 6.054 1.037 -0.06 -0.08 -0.07 0.0866
H -4.586 6.464 2.718 -0.05 -0.08 0.12 0.0839
H -3.423 4.662 4.270 -0.03 0.15 0.03 0.1138
H -3.278 3.025 3.716 -0.11 -0.17 -0.15 0.1143
H -1.541 5.378 2.811 -0.07 0.08 -0.08 0.1025
H -1.047 4.028 3.784 0.02 -0.09 0.02 0.1051
H -0.332 3.824 1.410 0.00 -0.34 -0.19 0.1192
H -1.372 2.471 1.983 0.13 -0.15 -0.39 0.1131
H -2.305 4.855 0.194 0.05 -0.07 0.20 0.1393
H -2.373 1.252 0.274 0.05 -0.05 -0.07 0.1291
H -2.274 -0.223 -1.511 0.03 -0.02 0.17 0.1291
H -2.137 1.096 -2.645 0.22 0.19 0.12 0.1309
H 0.253 1.419 -1.899 0.18 0.11 0.01 0.1496
H -0.521 -1.340 -2.990 -0.08 -0.11 0.17 0.1207
H -0.153 0.073 -3.940 -0.01 0.12 -0.01 0.1188
H 1.763 -1.584 -3.823 0.00 -0.15 0.13 0.1163
H 2.194 0.016 -3.295 0.07 0.19 0.06 0.1208
H 1.855 -0.782 0.456 -0.22 -0.13 0.02 0.1285
H 2.146 0.550 -0.633 0.09 0.18 -0.25 0.1329
H 0.791 -3.053 -0.786 -0.03 -0.07 -0.05 0.1224
H 1.566 -3.451 -2.320 0.31 0.13 0.12 0.1259
H 3.026 -2.786 0.368 -0.13 0.13 -0.22 0.1518
H 4.784 -4.207 -0.835 0.08 0.06 0.09 0.1279
H 3.751 -7.478 -1.587 0.08 -0.12 -0.08 0.1099
H 4.910 -6.335 -2.294 0.37 0.03 0.00 0.1147
H 4.661 -8.464 1.432 -0.07 0.30 0.00 0.0698
H 4.531 -6.865 2.009 -0.06 -0.24 -0.16 0.0701
H 3.880 -2.201 -2.578 -0.26 -0.18 0.12 0.1266
H 4.227 -1.186 -1.173 0.16 0.12 -0.02 0.1137
H -3.847 2.426 1.388 0.02 -0.06 -0.19 0.1147
H -4.522 3.645 0.257 0.05 -0.30 -0.17 0.1276
```
Positions in Å, forces in eV/Å.

(3)
# C18H58BO13PtS

C18H58BO13PtS as an isolated structure (ωB97M-V/def2-TZVPD, the OMol25 dataset).

**Total charge**: -1
**Orbital gap (spin up / spin down)**: 6.47 / 7.79 eV
**Relative energy (zero: lowest compared OMol25 entry of this formula, charge and spin)**: 174.73 kJ/mol
**M**: 720.606 g mol⁻¹
**HOMO level (spin up / spin down)**: -4.64 / -5.96 eV
**Spin multiplicity**: 3
**E_LUMO (spin up / spin down)**: 0.06725 / 0.06708 hartree

```
92
Properties=species:S:1:pos:R:3:forces:R:3:lowdin_charge:R:1
Pt -31.406 9.241 -15.567 0.20 -0.89 0.96 1.2402
B -29.581 10.367 -14.854 0.42 0.75 -0.23 -0.4980
H -28.646 10.748 -14.475 2.93 0.89 1.91 -0.0002
H -29.889 9.517 -14.265 -1.04 -3.21 2.78 -0.0275
H -30.335 11.138 -14.827 -2.42 2.99 0.22 -0.0114
H -29.423 10.051 -15.874 1.18 -0.78 -3.87 -0.0108
S -32.904 9.446 -17.843 -1.84 -0.37 -4.56 0.2748
O -33.159 8.781 -16.570 -3.17 -2.84 1.98 -0.4208
O -33.913 10.400 -18.249 -0.21 -0.75 0.28 -0.2856
O -31.704 10.151 -17.415 3.63 2.89 -0.83 -0.4515
O -32.547 8.472 -18.913 -0.53 0.46 1.15 -0.3394
C -35.024 10.916 -14.560 0.51 0.58 -0.09 -0.0483
C -33.562 11.420 -14.760 -1.53 -0.54 -1.68 -0.2609
O -32.689 10.428 -14.265 -0.44 1.33 0.92 -0.1962
H -35.181 9.857 -14.765 0.58 0.01 -0.40 0.0659
H -35.698 11.464 -15.219 -0.10 0.13 0.18 0.0762
H -35.317 11.030 -13.516 -0.14 0.35 0.12 0.0575
H -33.410 12.435 -14.394 0.13 -0.13 0.88 0.1126
H -33.309 11.552 -15.812 -0.33 -0.39 -0.23 0.0934
H -32.780 10.511 -13.313 0.49 -0.53 0.82 0.0546
C -28.291 10.189 -20.152 1.65 0.60 -0.12 -0.0885
C -29.502 9.842 -19.402 -0.48 1.22 -0.06 -0.3930
O -30.134 8.860 -20.125 -0.26 -1.30 -0.70 -0.0596
H -28.492 10.626 -21.130 -0.31 -0.57 -0.23 0.0815
H -27.703 9.274 -20.205 0.46 0.19 -0.43 0.0807
H -27.729 10.993 -19.677 0.25 -0.20 0.42 0.0564
H -30.121 10.739 -19.390 -0.25 0.08 0.54 0.1068
H -29.302 9.490 -18.390 0.18 0.34 0.29 0.0923
H -30.945 8.687 -19.642 -1.03 -0.40 -0.03 0.0120
C -29.759 12.912 -17.492 0.94 0.42 -0.28 -0.0849
C -31.207 13.362 -17.282 1.45 -1.35 0.31 -0.2986
O -31.978 12.603 -18.165 -0.93 1.92 -0.74 -0.0892
H -29.397 13.212 -18.475 -0.21 0.20 -0.29 0.0755
H -29.644 11.828 -17.506 -0.40 -0.06 0.33 0.0436
H -29.003 13.290 -16.803 -0.25 0.19 0.42 0.0706
H -31.301 14.441 -17.401 -0.32 -0.06 -0.41 0.1088
H -31.473 13.122 -16.252 -0.17 0.13 0.43 0.0870
H -31.754 11.680 -18.026 -0.03 -0.44 0.23 -0.0093
C -30.650 14.962 -13.028 -0.12 0.81 0.66 -0.0974
C -30.335 13.484 -13.031 -0.76 0.97 -1.11 -0.3281
O -29.384 13.233 -14.035 0.45 0.72 0.75 -0.0822
H -31.374 15.207 -12.251 -0.20 -0.22 0.23 0.0641
H -31.088 15.363 -13.942 0.31 -0.31 -0.27 0.0722
H -29.771 15.543 -12.749 0.20 0.04 -0.31 0.0698
H -31.266 12.997 -13.325 -0.17 -0.54 0.42 0.0977
H -30.045 13.233 -12.011 0.28 -0.55 0.06 0.1030
H -29.535 12.337 -14.347 0.08 -0.33 -0.21 -0.0154
C -31.185 10.452 -9.692 0.76 -0.07 -0.91 -0.0792
C -31.580 9.923 -11.081 -0.40 -0.92 2.84 -0.2906
O -32.770 10.619 -11.396 -0.15 0.63 -1.78 -0.0825
H -30.279 9.954 -9.347 0.10 0.14 0.13 0.0657
H -31.981 10.276 -8.969 -0.03 0.11 -0.06 0.0716
H -31.006 11.516 -9.847 0.07 0.08 0.52 0.0735
H -31.824 8.876 -10.906 0.06 -0.38 -0.51 0.1074
H -30.750 9.959 -11.787 -0.54 0.61 -0.46 0.1102
H -33.522 10.272 -10.911 0.21 -0.21 0.07 0.1022
C -28.792 6.334 -15.556 -0.36 1.14 -0.70 -0.0342
C -29.135 7.277 -16.764 1.96 -0.68 1.08 -0.2785
O -30.474 7.616 -16.732 -0.66 -0.99 -0.86 -0.1765
H -27.843 5.820 -15.711 -0.06 -0.02 0.13 0.0716
H -29.614 5.634 -15.405 0.11 -0.30 -0.28 0.0596
H -28.763 6.944 -14.654 0.32 -0.04 0.06 0.0483
H -28.883 6.811 -17.717 -0.02 -0.05 -0.09 0.1257
H -28.599 8.225 -16.712 0.37 -0.19 0.16 0.0923
H -30.891 6.979 -17.317 -1.01 0.42 -0.16 0.1185
C -27.456 10.011 -11.055 0.51 -0.18 0.44 -0.0762
C -27.010 9.241 -12.290 0.14 0.26 -0.24 -0.3038
O -28.087 8.531 -12.873 0.26 -0.61 0.59 -0.1057
H -28.360 10.597 -11.223 0.19 0.21 -0.21 0.0609
H -26.642 10.623 -10.668 -0.02 0.47 -0.30 0.0704
H -27.658 9.368 -10.198 -0.25 -0.50 -0.18 0.0633
H -26.165 8.585 -12.083 -0.25 -0.42 0.31 0.1080
H -26.618 9.871 -13.088 0.08 0.64 0.23 0.1056
H -28.502 9.207 -13.413 -0.57 -0.02 -0.47 -0.0072
C -33.730 6.407 -13.653 -0.18 -0.11 0.07 -0.0638
C -32.428 6.573 -14.415 -1.23 -1.51 -0.46 -0.3239
O -31.712 7.680 -13.956 0.19 0.20 0.66 -0.1566
H -34.330 5.566 -14.001 0.25 -0.24 -0.17 0.0753
H -34.363 7.276 -13.833 0.15 0.22 0.28 0.0754
H -33.549 6.249 -12.589 -0.09 0.20 0.13 0.0700
H -32.715 6.677 -15.462 0.37 0.59 -0.03 0.0991
H -31.813 5.673 -14.387 0.12 -0.12 0.27 0.1116
H -31.135 7.426 -13.232 0.29 0.05 0.07 0.1086
C -25.156 11.498 -17.588 -0.77 -0.64 1.35 -0.0656
C -26.521 11.000 -17.006 -0.97 1.09 -1.04 -0.3207
O -26.719 11.305 -15.653 2.42 0.40 0.78 -0.0910
H -25.018 12.539 -17.297 0.04 -0.01 0.01 0.0680
H -25.088 11.423 -18.673 -0.32 -0.14 0.05 0.0612
H -24.362 10.894 -17.148 0.24 0.12 -0.03 0.0593
H -26.739 9.956 -17.228 0.36 -0.29 -0.04 0.1027
H -27.298 11.579 -17.506 -0.09 -0.13 -0.66 0.0761
H -27.563 11.059 -15.267 -0.30 -0.26 -0.79 -0.0065
```
Positions in Å, forces in eV/Å.

The lowest M belongs to which entry? C20H35N3O5S

Among the records above, which one has the lowest M? C20H35N3O5S

Which of these has the highest total charge? C20H35N3O5S

Which formula does entry 2 have? C20H35N3O5S